[1]
Entry from the OMol25 dataset: a 4-piece molecular cluster, C36H42ClN6 overall at a distorted geometry (ωB97M-V/def2-TZVPD).

Properties
Maximum force = 2.87 eV/A
Frontier orbital gap = 0.2382 hartree
Net charge = +5

Geometry (Å):
Cl 0.5396 -0.1809 -0.2893
N -5.0381 -4.7532 2.9315
N -1.4765 1.5140 9.2950
N 2.4397 -0.6932 3.9405
N 1.0749 3.4792 -9.7313
N -2.2806 0.0031 -1.4488
N 5.1970 0.4533 -4.9599
C 0.3654 4.0752 -10.9012
C -1.7336 0.9575 -2.4078
C -3.2148 -1.7184 0.5133
C -5.6728 -3.6671 2.5713
C -3.4130 -0.3462 0.6343
C 0.1028 0.7297 7.2127
C 0.9871 0.2525 6.1049
C 1.4430 0.1839 3.7602
C 5.6964 0.9537 -6.0893
C 3.0703 1.1474 -5.5888
C 0.1018 2.0424 7.6107
C -2.4404 -2.1913 -0.5589
C 3.0789 -1.3099 2.8232
C -0.6413 -0.2649 7.9284
C 2.9179 3.5236 -8.2713
C -5.8037 -5.8150 3.5632
C 0.8191 2.2267 -9.3599
C 1.9922 -0.6598 6.2765
C -2.8658 0.4564 -0.3247
C 3.5554 1.6315 -6.8012
C -3.1218 -3.9012 1.7962
C -1.4468 0.2269 8.9594
C 6.0447 -0.2382 -3.9514
C -1.9818 -1.3019 -1.5263
C 4.9164 1.6221 -7.0260
C 0.7492 0.7796 4.8259
C 2.8028 -1.0626 5.2167
C 3.8920 0.5546 -4.6921
C -3.7928 -2.7084 1.4622
C -5.1113 -2.6462 1.8010
C -2.4920 2.0046 10.2528
C -0.7843 2.4393 8.5820
C 1.5621 1.5970 -8.3392
C 2.1897 4.1067 -9.2501
C -3.7170 -4.8654 2.5866
C 2.6935 2.2270 -7.8391
H 0.0250 5.0830 -10.6460
H -2.2148 -3.2581 -0.6359
H -3.1806 1.1882 10.4882
H 1.2669 0.5880 -8.0115
H -6.8046 -5.4701 3.8029
H -0.9333 3.4285 8.9431
H 2.6479 -0.8899 1.8961
H 5.3171 2.0421 -7.9396
H -4.0468 0.0098 1.4075
H 2.8136 -2.3805 2.7203
H 3.5238 0.0791 -3.7594
H -1.3461 0.4554 -3.2910
H -5.8576 -6.6814 2.9088
H 3.7514 4.1681 -7.9766
H -0.6651 -1.2968 7.5765
H 2.3520 5.0557 -9.7130
H -3.0574 1.4951 -0.2970
H -2.0683 -3.9832 1.5734
H -0.9024 1.5056 -1.9434
H 0.0966 1.6225 4.5601
H 1.0715 4.0352 -11.7219
H -1.9005 2.2384 11.1143
H -6.7177 -3.6246 2.8765
H 3.6884 -1.6752 5.3612
H 0.7398 2.7640 7.0569
H 1.2103 0.4996 2.7373
H 6.9256 -0.5963 -4.5231
H -2.4691 1.7055 -2.6606
H 4.1754 -1.2135 2.9322
H 6.3585 0.4369 -3.1418
H -5.2398 -6.1764 4.4278
H -0.5236 3.4525 -11.0988
H -3.0358 2.8893 9.8942
H -5.8163 -1.8659 1.4543
H 0.0270 1.7084 -9.8476
H -1.4424 -1.6902 -2.3613
H 1.9733 1.1266 -5.3548
H 6.7785 0.8279 -6.2011
H 2.1253 -1.1126 7.2476
H -3.2672 -5.8054 2.8952
H 5.4390 -1.0857 -3.6101
H -2.0213 -0.4633 9.5680

These are the Löwdin partial charges, in e, on atoms 1 to 2: Cl -0.40; N -0.08


[2]
Entry from the OMol25 dataset: a 2-piece molecular cluster, C4H10N2O2 overall at a distorted geometry (ωB97M-V/def2-TZVPD).

Properties
2S+1 = 3
⟨S²⟩ = 2.008
Maximum force = 7.19 eV/A
Frontier orbital gap (alpha / beta) = 0.2395 / 0.2287 hartree

Geometry (Å):
O -1.1761 -1.2796 2.0894
O -1.2426 -2.2359 -0.0867
N 0.6530 -0.2340 -0.3078
N -1.9525 1.9749 0.6693
C -0.6256 -0.3742 -0.1115
C 1.1803 0.1758 -1.5553
C -1.0988 -1.4238 0.8640
C 1.6476 -0.9396 0.5038
H 1.7938 1.0881 -1.5271
H -2.7440 2.0822 1.2499
H 1.6749 -0.6035 -2.0526
H 1.0900 -1.0271 1.4315
H 2.4463 -0.1690 0.5395
H 2.1475 -1.6946 0.1424
H -1.1681 0.0307 -0.8733
H 0.3456 0.4587 -2.1929
H -1.7646 2.8607 0.2890
H -1.2067 1.3100 0.9282

These are the Löwdin partial charges, in e, on atoms 1 to 2: O 0.11; O 0.23


[3]
Entry from the OMol25 dataset: C22H17BrHgN3O2 as an isolated structure (ωB97M-V/def2-TZVPD).

Properties
2S+1 = 2
⟨S²⟩ = 0.804
Maximum force = 0.26 eV/A
Frontier orbital gap (alpha / beta) = 0.2527 / 0.2425 hartree

Geometry (Å):
Hg -2.4252 3.6756 0.1051
Br -3.7152 -2.0483 -3.3789
O -0.7100 2.1848 2.7495
O -0.3773 1.7146 -1.6096
N 1.1198 0.0921 0.0935
N -2.8407 0.3576 -0.1731
N 0.5458 1.0056 0.7500
C 2.6984 3.3797 3.3897
C -1.4602 2.9336 3.6928
C 0.6312 -2.0985 -2.7865
C 0.9487 -3.3903 -3.2139
C 2.6871 1.9053 1.5083
C -2.2812 -0.4900 0.6876
C -3.1523 -1.4619 -1.6716
C -2.1271 -1.8440 0.4265
C 2.1630 -3.7821 -1.1816
C 1.3070 1.7478 1.6382
C -3.2725 -0.1223 -1.3328
C -0.5046 0.0245 -3.2427
C 0.6150 2.4175 2.6704
C 3.3855 2.7154 2.3826
C -0.0754 0.5815 -1.9572
C 1.7068 -4.2288 -2.4224
C -0.1693 -1.2171 -3.6165
C 1.0876 -1.6516 -1.5349
C -2.5699 -2.3459 -0.7851
C 1.8578 -2.5103 -0.7419
C 1.3249 3.2364 3.5399
C 0.7113 -0.3219 -1.0913
H 3.2353 4.0241 4.0736
H -1.1067 0.6715 -3.8675
H -0.5088 -1.6054 -4.5707
H 2.7615 -4.4354 -0.5601
H 3.1871 1.3887 0.6995
H -1.1771 2.6736 4.7158
H 1.9500 -5.2263 -2.7634
H -1.9040 -0.0485 1.6022
H 0.5922 -3.7247 -4.1809
H -1.3335 4.0062 3.5317
H -3.6914 0.5889 -2.0362
H 4.4543 2.8396 2.2767
H -2.4996 2.6673 3.5239
H -1.6497 -2.4904 1.1507
H -2.4507 -3.3896 -1.0428
H 0.8186 3.7618 4.3355
H 2.2132 -2.1602 0.2177

These are the Löwdin partial charges, in e, on atoms 1 to 2: Hg 0.32; Br 0.75


[4]
Entry from the OMol25 dataset: C29H25N3O3PS2W as an isolated structure at a distorted geometry (ωB97M-V/def2-TZVPD).

Properties
2S+1 = 3
⟨S²⟩ = 2.026
Maximum force = 1.25 eV/A
Frontier orbital gap (alpha / beta) = 0.2761 / 0.2407 hartree
Net charge = +1

Geometry (Å):
W -0.0884 0.0149 0.6984
S 2.2138 3.6586 0.2189
S 0.5899 2.2879 3.1531
P -0.0842 -2.4884 0.2330
O 0.1545 1.1704 3.9413
O -0.2768 3.4211 2.9670
O -1.8286 0.5285 -0.4902
N 0.9280 1.6125 1.7032
N 5.8137 4.2283 5.0501
N 1.0429 1.4977 -0.4895
C 1.4966 2.0695 -1.6573
C 2.1567 3.2288 -1.4646
C -0.7069 -1.9554 4.2712
C -1.5328 1.4649 0.2586
C 3.1174 -0.5745 1.2747
C -0.7605 -5.7568 -2.0391
C 2.7181 -3.2339 0.4715
C 4.1845 -1.4690 1.2002
C -0.6730 -4.0797 -0.3245
C -0.1377 -2.3498 3.0896
C -2.1441 2.8019 0.2884
C 2.3855 4.2314 3.7667
C 1.8325 -0.9875 0.9488
C 1.6727 -2.3324 0.5648
C -1.8256 -6.1456 0.0870
C -1.4119 -4.8973 0.5280
C -1.9587 -1.2923 1.8725
C 4.5950 3.7844 4.6284
C 1.3547 2.2247 0.5770
C -0.3527 -4.5036 -1.6142
C -2.5202 -0.8850 3.0959
C 2.1167 2.8658 3.7410
C -0.7624 -2.0315 1.8597
C -1.8970 -1.2099 4.2745
C 3.0918 1.9565 4.1537
C 4.3140 2.4074 4.5923
C 3.9938 -2.7848 0.7985
C 3.6105 4.6876 4.2078
C -1.4969 -6.5739 -1.1908
H -1.6592 -4.5645 1.5280
H -2.3226 -0.8867 5.2147
H 2.6106 3.8585 -2.2108
H 5.0648 1.7008 4.9237
H 5.1817 -1.1310 1.4543
H 2.5523 -4.2574 0.1563
H -1.5202 3.4270 -0.3616
H -0.5103 -6.0944 -3.0357
H -3.1576 2.7875 -0.1111
H 1.6219 4.9321 3.4562
H 3.8111 5.7511 4.2382
H 4.8372 -3.4599 0.7414
H 3.3029 0.4479 1.5858
H 5.9670 5.2061 5.2144
H 0.2107 -3.8646 -2.2835
H -0.2289 -2.2045 5.2089
H -2.5411 -1.1908 0.9629
H -2.0847 3.2212 1.2903
H 0.8036 -2.8847 3.0769
H -1.8188 -7.5499 -1.5286
H -3.4451 -0.3243 3.0983
H -2.4007 -6.7827 0.7451
H 2.8809 0.8941 4.1446
H 1.3226 1.5820 -2.6030
H 6.4575 3.5937 5.4850

These are the Löwdin partial charges, in e, on atoms 1 to 2: W 1.53; S 1.11


[5]
Entry from the OMol25 dataset: C18H48CoN6O24P2S as an isolated structure at a distorted geometry (ωB97M-V/def2-TZVPD).

Properties
2S+1 = 4
⟨S²⟩ = 3.756
Maximum force = 5.10 eV/A
Frontier orbital gap (alpha / beta) = 0.3426 / 0.3251 hartree

Geometry (Å):
Co -0.7141 1.3194 1.4189
S 0.4379 -0.1072 -0.4072
P -3.4748 1.7905 -0.4808
P 1.4943 -0.0828 3.8248
O 4.0117 -2.6888 -2.3860
O 3.8459 4.4801 -1.1590
O -2.9767 -4.0034 -2.0639
O 0.7126 1.1994 0.1815
O 0.2670 -5.8211 -1.7734
O 0.5609 0.5575 2.8563
O 2.4267 -1.0471 -6.2188
O 3.0976 0.2133 3.5627
O 0.8716 -2.4943 -5.8988
O -0.0845 -0.0240 -1.7895
O 5.4790 3.2215 -1.4581
O 1.5786 -0.9977 -0.2444
O -3.4054 1.4568 -2.0649
O -4.4383 3.0738 -0.3567
O -1.3963 4.2780 -3.1226
O 0.5537 5.1102 -3.5292
O 4.1989 -3.9688 -0.5894
O -4.4008 0.5748 0.1883
O -0.2265 -5.7016 0.3224
O -0.7268 -0.4008 0.4492
O -4.5943 -2.7905 -1.2239
O 1.2217 0.4511 5.3507
O -2.1830 2.0128 0.2511
O 1.4505 -1.6812 3.9797
N 4.2903 3.3901 -1.3661
N 0.2664 -5.2347 -0.7109
N -0.1837 4.1946 -3.4062
N 1.5952 -1.5770 -5.5386
N 4.2611 -2.9051 -1.1867
N -3.4492 -3.2353 -1.2085
C 0.3450 2.8208 -3.8114
C 4.9022 1.2626 2.2717
C 1.4755 -3.8772 3.1714
C 4.8662 -1.7394 -0.5424
C 1.3895 -1.3027 -4.0907
C 3.6645 0.4210 2.2677
C -5.7525 0.5094 -0.0498
C 1.2902 -2.4138 2.8015
C 1.9560 -0.0004 6.4840
C -4.0756 4.3182 -0.9592
C 3.3586 2.2044 -1.6449
C -3.0425 0.1844 -2.4956
C 1.8391 1.0126 7.6353
C 0.9010 -3.8705 -0.6635
C -6.4843 1.2594 1.1078
C -2.6264 -3.0357 0.0741
C -4.0871 5.4500 0.1317
C -4.2068 -0.4604 -3.1633
H 0.5678 2.2722 -2.8963
H 1.6158 -4.4417 2.2495
H -5.1230 -0.5985 -2.5892
H 2.3529 1.9626 7.4882
H 1.5416 -0.2292 -3.9789
H 2.0941 -2.1428 2.1171
H -6.3135 0.8349 2.0971
H 3.0078 -0.2476 6.3397
H -4.6072 0.1188 -3.9953
H 2.1560 0.5252 8.5573
H 5.8102 -1.5248 -1.0432
H 0.3412 -2.2419 2.2935
H 2.9301 2.2302 -2.6469
H 4.7522 2.1093 2.9416
H -0.4819 2.2403 -4.2206
H -3.2847 5.3484 0.8624
H 4.8910 -1.9421 0.5283
H -1.7500 -2.4907 -0.2767
H 3.8008 -0.5174 1.7303
H 1.4339 -3.6901 0.2701
H -5.9757 1.0202 -0.9866
H -3.0740 4.2263 -1.3795
H 1.5043 -0.9527 6.7616
H -3.8422 -1.4001 -3.5783
H -7.5724 1.2134 1.0640
H -2.2095 0.2424 -3.1961
H -2.6897 -0.4888 -1.7143
H 2.3950 -3.9684 3.7497
H 4.2042 -0.8850 -0.6834
H 3.9538 1.2913 -1.6356
H 2.1046 -1.9350 -3.5644
H -3.1856 -2.4493 0.8032
H 5.6855 0.6470 2.7139
H -6.1251 2.2880 1.1403
H -2.2678 -3.9812 0.4808
H 0.0278 -3.2239 -0.5768
H -5.0362 5.5693 0.6543
H 1.5136 -3.6592 -1.5400
H 0.5864 -4.2234 3.6985
H 2.5205 2.1673 -0.9490
H 2.8933 0.8238 1.6110
H 0.7905 1.2668 7.7901
H -4.7403 4.5913 -1.7787
H 0.3668 -1.5408 -3.7983
H -3.9873 6.4286 -0.3380
H 5.3217 1.6359 1.3375
H 1.0650 2.9570 -4.6183
H -6.0421 -0.5410 -0.0218

These are the Löwdin partial charges, in e, on atoms 1 to 2: Co 0.88; S 0.26


[6]
Entry from the OMol25 dataset: a 3-piece molecular cluster, C26H40BF7NO7 overall at a distorted geometry (ωB97M-V/def2-TZVPD).

Properties
Maximum force = 4.49 eV/A
Frontier orbital gap = 0.3004 hartree
Net charge = +1

Geometry (Å):
F 0.4686 -8.0076 0.4122
F 0.6808 -9.8916 -0.6235
F -1.1742 7.1749 -4.9399
F 1.1182 -8.0409 -1.6460
F 0.6344 6.0095 -4.7801
F -0.9657 5.7152 -3.3605
F 1.6670 4.0353 0.9772
O -0.0831 1.3653 -2.6218
O 1.2122 8.4610 -3.8339
O 0.9637 -0.6289 4.5991
O 2.7541 -9.1228 1.2977
O -1.3167 -0.9334 4.5632
O -0.0104 7.9384 -2.0095
O 3.6617 -8.6166 -0.7064
N -0.6375 1.5252 -0.1748
C 2.6980 -8.7805 -0.0055
C -3.6873 -2.1659 0.2197
C -2.9054 -2.2457 1.6171
C 2.9575 9.0327 -2.2427
C -2.6880 -4.5009 -0.7144
C -1.5048 -4.9264 -1.7527
C 0.2368 3.9236 0.6986
C 0.1159 1.7649 2.2882
C 4.0705 -9.2978 1.8452
C -2.9908 -2.9461 -0.9954
C 1.2458 -8.6771 -0.4664
C -0.9912 0.1235 0.0361
C 1.8235 9.5421 -3.1101
C -1.3102 -2.1003 1.5089
C -0.6301 4.8914 1.6882
C -0.0998 -0.4514 3.9739
C -0.2978 6.6595 -4.0556
C -1.2291 6.1818 0.9364
C 0.7163 2.5624 3.5275
C -1.8736 3.1960 -2.0415
C 4.6750 -7.9607 2.2256
C -0.8425 -0.5660 1.4019
C 0.3037 7.7364 -3.1555
C -0.1211 2.3860 0.8614
C -0.0405 -4.6977 -1.1174
C -0.2535 0.2613 2.5671
B -0.8524 2.0303 -1.5865
H -1.5683 -4.2360 -2.6775
H -2.8843 3.0476 -1.5219
H -1.4077 -0.4968 -0.8346
H -1.9924 -2.4767 -1.3377
H 3.6774 8.4710 -2.8431
H -4.7225 -2.6530 0.3735
H 4.8208 -7.3299 1.3454
H 0.4714 -3.7588 -1.5511
H -3.8990 -1.0924 -0.1177
H -2.3642 6.0990 0.9672
H -3.5794 -5.1743 -0.9852
H 0.5521 0.7392 -2.1875
H 1.0792 10.0870 -2.5229
H -1.4527 4.2489 -1.9080
H 0.1045 4.3700 -0.3372
H -2.0276 3.0641 -3.1796
H -0.8757 -2.5549 2.4784
H 3.9597 -9.9175 2.7375
H -1.6007 -6.0048 -2.1121
H -2.3706 -4.6729 0.3689
H 5.6411 -8.0991 2.7151
H -0.1076 -4.5963 0.0262
H 4.0096 -7.4170 2.9009
H -0.8331 -2.6714 0.6458
H -1.4118 4.2175 2.1751
H 0.6171 -5.5957 -1.4104
H -3.2738 -1.3469 2.2456
H 2.2155 10.2370 -3.8555
H 2.5882 8.3538 -1.4701
H 4.7112 -9.8472 1.1499
H 1.5841 3.2551 3.2799
H 3.4733 9.8625 -1.7553
H -0.9576 7.0942 1.5910
H -0.7985 6.3714 -0.1017
H -1.0491 -1.6945 5.1271
H -0.1431 3.1953 3.9740
H 0.1199 5.2251 2.4987
H 1.0698 1.8897 4.3883
H -3.6924 -2.8894 -1.8973
H -3.1899 -3.1732 2.2431

These are the Löwdin partial charges, in e, on atoms 1 to 2: F 0.15; F 0.16


[7]
Entry from the OMol25 dataset: C26H24NbO17 as an isolated structure at a distorted geometry (ωB97M-V/def2-TZVPD).

Properties
Maximum force = 4.45 eV/A
Frontier orbital gap = 0.1294 hartree
Net charge = -1

Geometry (Å):
Nb 2.2449 9.2850 1.2672
O -1.2314 -5.8092 -4.7149
O 2.6192 -0.6432 -0.7499
O -6.9650 -6.0595 -1.6209
O 2.1009 5.5734 1.7773
O -3.0032 -3.8167 -4.2625
O 4.3462 -1.8306 -2.4701
O 3.0782 8.5638 3.0817
O -7.8477 -5.4934 0.8751
O 2.8599 -4.1783 2.3271
O 0.9634 4.3278 3.8833
O 4.6517 -5.3217 0.6513
O -0.1287 -1.5539 -1.3352
O 1.7153 -3.5357 -1.8602
O -3.8704 -3.2997 2.0610
O 0.3829 0.6207 1.0579
O 1.6051 1.8452 -1.0364
O -3.0213 -3.7910 -0.4637
C 0.1940 9.6638 2.2425
C 4.0233 -2.4347 -1.3052
C -5.8831 -4.3851 1.5509
C -4.1280 -4.2067 -0.1740
C 1.8971 3.7482 0.3046
C -6.1777 -5.3714 -0.7644
C 2.6790 -2.3772 0.8395
C 1.4590 2.4975 0.1420
C -1.9344 -3.7313 -3.6833
C 0.6422 2.4339 2.5398
C 4.1852 -4.2529 0.2978
C 0.7864 1.7571 1.2501
C 0.6219 -3.6144 -2.4052
C -6.7280 -5.1058 0.5967
C -1.6147 -2.6305 -2.7781
C 4.5487 -3.6135 -0.9655
C 3.0620 -1.7283 -0.4156
C -0.4252 -2.5676 -2.1748
C -4.6667 -3.9642 1.1956
C 3.2002 -3.5584 1.1755
C -4.9632 -4.9480 -1.1209
C -0.4759 10.8458 1.9193
C 1.0836 3.6846 2.7027
C -0.9044 -4.7874 -3.8923
C 1.7312 4.4335 1.5894
C 0.2871 -4.7283 -3.2957
H 1.9652 -1.8602 1.4684
H 1.5131 9.8474 -0.2908
H -4.5541 -5.1322 -2.1055
H -2.1385 -5.6176 -5.0163
H 2.6981 11.0125 1.7153
H 2.3840 4.2969 -0.4902
H 3.8442 9.1199 0.3936
H 3.8678 8.0514 2.8314
H 5.2517 -4.1347 -1.6004
H 1.0421 -5.4886 -3.4426
H 0.1691 1.8810 3.3399
H 1.7411 7.5632 0.8565
H 3.8401 -0.9972 -2.4797
H 0.7764 -1.7192 -1.0262
H -2.3780 -1.8813 -2.6218
H -3.0527 -3.1050 1.5661
H 1.2097 0.9661 -0.8972
H 1.3555 5.2121 3.7378
H -1.6100 10.8120 1.9071
H -6.2861 -4.2139 2.5395
H -0.2607 8.8998 2.9293
H 3.3721 -5.0077 2.3345
H 0.0337 11.7998 1.6380
H -7.7838 -6.2462 -1.1260

These are the Löwdin partial charges, in e, on atoms 1 to 2: Nb 1.06; O 0.10